Record 1
# C2H7N2P

A cluster of 2 separate species, C2H7N2P in total at a distorted geometry (ωB97M-V/def2-TZVPD, the OMol25 dataset).

Last column: natural (NBO) charge in e.
CARTESIAN COORDINATES (ANGSTROEM)
C 0.752774 0.564635 0.306563  -0.619
C 0.516796 -0.749069 -0.531801  -0.241
N -3.194550 0.226442 0.590849  -1.157
N -0.678913 -1.314723 -0.024331  -0.832
P -2.513306 0.214604 -0.741145  1.154
H 1.807191 0.919878 0.028941  0.193
H -0.083616 1.198552 -0.002397  0.188
H 0.908281 0.333833 1.376787  0.202
H 0.382640 -0.310287 -1.502336  0.173
H 1.289018 -1.478129 -0.430463  0.187
H -3.857620 0.932051 0.960280  0.412
H -0.671537 -1.385242 1.006077  0.339

Forces on atoms 1 to 2 (eV/Å):
C 3.203 -1.218 -0.864
C -0.827 2.498 2.427

Kohn-Sham gap (spin up / spin down), Eh: 0.2510 / 0.2510
E, eV: -14452.8485
Maximum force, eV/Å: 4.034
HOMO level (spin up / spin down), eV: -7.51 / -7.52


Record 2
# C2H7N2S

A cluster of 2 separate species, C2H7N2S in total at a distorted geometry (ωB97M-V/def2-TZVPD, the OMol25 dataset).

Last column: natural (NBO) charge in e.
CARTESIAN COORDINATES (ANGSTROEM)
C -3.055114 1.765113 -0.385396  -0.046
C 2.733207 -0.636428 0.377813  0.218
N -2.228969 0.771297 -0.710552  -0.556
N 2.265557 -1.781980 0.845345  -0.575
S -0.691098 0.543939 -0.268086  -0.247
H -4.058316 1.886231 -0.748575  0.214
H -2.635450 2.593641 0.081950  0.203
H 2.130031 0.055736 -0.097140  0.238
H 3.756449 -0.424699 0.451919  0.223
H -2.446561 -0.073290 -1.266574  0.442
H 1.404851 -2.170328 0.508066  0.447
H 2.825414 -2.529233 1.211229  0.439

Forces on atoms 1 to 2 (eV/Å):
C 1.200 -2.604 -1.925
C -0.774 -4.130 1.817

Net charge: +1
Kohn-Sham gap, Eh: 0.1988
E, eV: -15993.3169
Maximum force, eV/Å: 4.578
HOMO level, eV: -11.38


Record 3
# C2H7N2S3

The ion C2H7N2S3 with charge +1 at a distorted geometry (ωB97M-V/def2-TZVPD, the OMol25 dataset).

Last column: natural (NBO) charge in e.
CARTESIAN COORDINATES (ANGSTROEM)
C 0.901081 0.044840 0.320213  0.081
C -2.158456 0.152855 0.368547  -0.353
N 0.110975 1.042693 0.824338  -0.812
N 0.103425 -0.892364 -0.478201  -0.867
S -1.260830 1.501651 0.026704  0.780
S 2.212516 0.596969 -1.075617  -0.156
S -3.535021 -0.139316 -0.644937  0.312
H 1.373966 -0.492779 1.028467  0.216
H -1.688033 -0.549849 0.879632  0.248
H 0.326346 1.625951 1.645364  0.448
H 0.180296 -0.570131 -1.478931  0.399
H 0.514079 -1.830189 -0.459912  0.405
H 2.543062 1.892764 -0.797044  0.150
H -3.565073 1.150592 -1.111474  0.151

Forces on atoms 1 to 2 (eV/Å):
C 0.694 -0.198 -5.144
C -3.019 2.860 -4.774

Net charge: +1
Kohn-Sham gap, Eh: 0.2580
E, eV: -37664.0211
Maximum force, eV/Å: 6.331
HOMO level, eV: -12.90


Record 4
# C2H7N3

The molecule C2H7N3 at a distorted geometry (ωB97M-V/def2-TZVPD, the OMol25 dataset).

Last column: natural (NBO) charge in e.
CARTESIAN COORDINATES (ANGSTROEM)
H 2.396817 -1.113926 1.968048  0.344
N 2.274242 -0.895890 1.005579  -0.681
C 1.089553 -0.538004 0.781421  0.265
N 0.666471 -0.211521 -0.526956  -0.483
N -0.751777 -0.281033 -0.775908  -0.470
C -1.328488 1.010275 -0.578812  -0.429
H 0.208742 -0.499891 1.464829  0.140
H 1.189548 -0.683832 -1.285541  0.392
H -1.232621 -0.998286 -0.159655  0.338
H -2.451717 0.990092 -0.520497  0.207
H -1.197461 1.592311 -1.639363  0.191
H -0.863309 1.629705 0.266855  0.186

Forces on atoms 1 to 2 (eV/Å):
H 0.228 -0.158 0.931
N -0.031 0.171 -0.455

Structure (SMILES): [H]/N=C/NNC
Kohn-Sham gap, Eh: 0.3785
E, eV: -6655.9557
Maximum force, eV/Å: 3.778
HOMO level, eV: -9.32


Record 5
# C2H7N3O

The molecule C2H7N3O at a distorted geometry (ωB97M-V/def2-TZVPD, the OMol25 dataset).

Last column: natural (NBO) charge in e.
CARTESIAN COORDINATES (ANGSTROEM)
C -1.970781 -0.414779 -0.134494  -0.419
N -0.637650 0.121896 -0.229816  -0.193
O -0.642795 1.302739 0.173957  -0.508
C 0.240432 -0.932858 0.150141  0.065
N 1.462107 -0.785386 0.169723  -0.234
N 1.826335 0.449090 -0.225031  -0.716
H -2.042391 -1.389440 -0.749158  0.208
H -1.930493 -0.694843 1.028897  0.151
H -2.717580 0.266390 -0.448370  0.214
H -0.379332 1.175390 1.088827  0.442
H -0.019698 -1.983713 0.191735  0.205
H 2.871751 0.479255 -0.255149  0.383
H 1.186657 1.311666 -0.346457  0.401

Forces on atoms 1 to 2 (eV/Å):
C 0.844 -3.353 1.942
N -2.016 -9.378 -6.049

Structure (SMILES): CN(O)/C=N\N
Kohn-Sham gap, Eh: 0.3202
E, eV: -8700.1358
Maximum force, eV/Å: 11.341
HOMO level, eV: -7.87


Record 6
# C2H7N3O

A structure of composition C2H7N3O at a distorted geometry (ωB97M-V/def2-TZVPD, the OMol25 dataset).

Last column: natural (NBO) charge in e.
CARTESIAN COORDINATES (ANGSTROEM)
C 0.945413 0.115447 1.708513  -0.326
N -0.006235 0.448549 0.144375  -0.327
C -0.054599 -0.792846 -0.338403  0.729
N -0.712330 1.521859 -0.387984  -0.652
N -0.704167 -1.069546 -1.516652  -0.844
O 0.602476 -1.642185 0.296745  -0.687
H -0.286563 1.901990 -1.228713  0.349
H -1.694788 1.316546 -0.548126  0.354
H -0.846239 -0.313337 -2.169125  0.381
H -0.507271 -1.976028 -1.908740  0.407
H 1.883339 0.581791 1.430562  0.200
H 1.091757 -0.830608 2.211207  0.231
H 0.289205 0.738369 2.306341  0.186

Forces on atoms 1 to 2 (eV/Å):
C -1.403 2.762 -0.830
N 0.905 -1.104 1.467

Kohn-Sham gap, Eh: 0.3614
E, eV: -8702.7784
Maximum force, eV/Å: 3.207
HOMO level, eV: -9.10


Record 7
# C2H7N3O

The molecule C2H7N3O at a distorted geometry (ωB97M-V/def2-TZVPD, the OMol25 dataset).

Last column: natural (NBO) charge in e.
CARTESIAN COORDINATES (ANGSTROEM)
N 0.647494 -1.195423 0.655414  -0.842
C 0.043404 -0.098433 -0.074190  0.284
N 0.568079 0.017310 -1.403217  -0.848
N -1.410890 -0.266894 -0.176310  -0.838
C 0.284561 1.243097 0.713612  0.439
O 0.540892 2.293089 0.205501  -0.506
H 0.312667 -1.231197 1.611850  0.358
H 0.405580 -2.074743 0.208170  0.371
H 1.032088 -0.826996 -1.711846  0.371
H 1.215333 0.790096 -1.499786  0.385
H -1.887862 0.033439 0.666651  0.351
H -1.760281 0.272278 -0.960496  0.382
H 0.008934 1.044377 1.764647  0.092

Forces on atoms 1 to 2 (eV/Å):
N 0.295 0.321 0.164
C 0.294 0.589 -0.135

Structure (SMILES): NC(N)(N)C=O
Kohn-Sham gap, Eh: 0.3763
E, eV: -8704.9450
Maximum force, eV/Å: 2.055
HOMO level, eV: -9.33


Record 8
# C2H7N3O

The molecule C2H7N3O at a distorted geometry (ωB97M-V/def2-TZVPD, the OMol25 dataset).

Last column: natural (NBO) charge in e.
CARTESIAN COORDINATES (ANGSTROEM)
C -2.010703 -0.795860 -0.142617  -0.250
O -1.269230 0.277291 0.397009  -0.572
C 0.196241 0.368222 0.048787  0.685
N 0.502338 1.693908 -0.022722  -0.831
N 0.699036 -0.756479 0.236538  -0.363
N 2.142544 -0.471527 -0.257367  -0.726
H -1.422950 -1.715492 -0.150176  0.194
H -2.335166 -0.567188 -1.163738  0.164
H -2.900405 -0.928515 0.480314  0.187
H 1.450633 1.966692 0.179767  0.398
H -0.239112 2.311082 0.267753  0.421
H 2.655780 0.023206 0.470060  0.331
H 2.530992 -1.405341 -0.343608  0.363

Forces on atoms 1 to 2 (eV/Å):
C 0.148 -0.217 -0.234
O 1.970 1.514 -0.655

Structure (SMILES): CO/C(N)=N/N
Kohn-Sham gap, Eh: 0.3631
E, eV: -8703.1049
Maximum force, eV/Å: 7.112
HOMO level, eV: -8.96


Record 9
# C2H7N3O

The molecule C2H7N3O at a distorted geometry (ωB97M-V/def2-TZVPD, the OMol25 dataset).

Last column: natural (NBO) charge in e.
CARTESIAN COORDINATES (ANGSTROEM)
C 1.044384 1.382903 0.424251  -0.413
N 0.514951 0.343889 -0.528194  -0.624
C -0.340798 -0.561802 0.027457  0.508
N -0.065050 -1.102999 1.274512  -0.825
N -1.368156 -1.067493 -0.583740  -0.293
O -1.582483 -0.518568 -1.881351  -0.617
H 1.523554 0.931558 1.297503  0.200
H 0.293117 2.108874 0.754329  0.192
H 1.824936 1.913819 -0.116809  0.204
H 0.142727 0.730775 -1.382936  0.406
H 0.915702 -1.157280 1.502491  0.379
H -0.576546 -1.966421 1.416549  0.402
H -2.326338 -1.037256 -2.204061  0.481

Forces on atoms 1 to 2 (eV/Å):
C 0.193 -0.352 -1.010
N 0.681 1.189 1.546

Structure (SMILES): CN/C(N)=N\O
Kohn-Sham gap, Eh: 0.3339
E, eV: -8703.8664
Maximum force, eV/Å: 2.326
HOMO level, eV: -8.06


Record 10
# C2H7N3O2

A cluster of 2 separate species, C2H7N3O2 in total at a distorted geometry (ωB97M-V/def2-TZVPD, the OMol25 dataset).

Last column: natural (NBO) charge in e.
CARTESIAN COORDINATES (ANGSTROEM)
C 1.917722 -1.467451 0.948632  -0.483
C -1.490023 1.671445 -0.514814  -0.264
N 0.779923 -0.972775 0.045210  -0.196
N -1.040129 0.272247 -2.151437  -0.276
N 0.747541 -1.339146 -1.055518  0.366
O 1.257861 -2.124959 -1.825881  -0.357
O -0.733646 1.474913 -1.724843  -0.333
H 2.906845 -1.818309 0.456450  0.217
H 1.515075 -2.355162 1.338321  0.214
H 2.058988 -0.690570 1.723944  0.222
H -1.862237 0.683220 -0.195592  0.218
H -2.317138 2.478255 -0.757863  0.180
H -0.861175 2.120087 0.193626  0.187
H -0.258293 -0.099535 -2.741272  0.304

Forces on atoms 1 to 2 (eV/Å):
C 0.936 0.535 -1.076
C -2.436 1.418 -1.522

Kohn-Sham gap (spin up / spin down), Eh: 0.3649 / 0.2920
E, eV: -10745.4008
Maximum force, eV/Å: 4.672
HOMO level (spin up / spin down), eV: -9.12 / -8.54


Record 11
# C2H7N3O2

A cluster of 2 separate species, C2H7N3O2 in total at a distorted geometry (ωB97M-V/def2-TZVPD, the OMol25 dataset).

Last column: natural (NBO) charge in e.
CARTESIAN COORDINATES (ANGSTROEM)
H -0.257791 -1.914796 -0.371457  0.364
N -0.530871 -1.377963 0.476498  -0.749
C -0.039796 -0.214868 0.358922  0.530
C 0.802150 0.214804 -0.820650  -0.674
N -0.465782 0.797592 1.211745  -0.831
H 1.263495 -0.600107 -1.214217  0.221
H 1.501403 0.880030 -0.447187  0.231
H 0.164108 0.713746 -1.466962  0.237
H -0.817827 1.612139 0.691222  0.405
H -1.083334 0.507428 1.999210  0.398
O -3.979692 0.838064 -0.646174  -0.342
N -2.892778 0.408754 -0.257189  0.284
O -3.011580 -0.875823 0.171978  -0.549
H -1.992475 -1.060251 0.564990  0.476

Forces on atoms 1 to 2 (eV/Å):
H -0.135 -0.061 1.171
N 0.355 -1.139 -0.753

Structure (SMILES): [H]/N=C(\C)N.O=NO
Kohn-Sham gap, Eh: 0.3850
E, eV: -10749.7660
Maximum force, eV/Å: 3.977
HOMO level, eV: -9.77


Record 12
# C2H7N3O2S

A structure of composition C2H7N3O2S at a distorted geometry (ωB97M-V/def2-TZVPD, the OMol25 dataset).

Last column: natural (NBO) charge in e.
CARTESIAN COORDINATES (ANGSTROEM)
C -1.490218 -1.933923 -1.966520  -0.830
C 0.243806 0.576039 0.619317  0.494
H -2.243741 -1.194839 -2.584553  0.203
H -2.216916 -2.141522 -1.056216  0.238
H -1.282554 -2.843209 -2.717200  0.252
H -1.198409 1.582141 1.319705  0.380
H -0.033785 2.257085 3.117206  0.491
H 2.060365 1.975492 0.484629  0.420
H 2.505079 -1.126985 0.290481  0.481
N -0.638346 -0.172769 -0.071021  -0.691
N -0.332685 1.261798 1.556604  -0.324
N 1.711456 0.775244 0.723846  -0.383
O 0.524560 2.250369 2.163770  -0.553
O 2.417628 -0.167221 -0.481719  -0.578
S -0.026240 -1.097700 -1.398330  0.400

Forces on atoms 1 to 2 (eV/Å):
C -4.102 0.513 -0.964
C 0.727 -3.148 -4.098

Kohn-Sham gap, Eh: 0.2727
E, eV: -21579.4834
Maximum force, eV/Å: 7.130
HOMO level, eV: -7.24


> E of number 5 (C2H7N3O)?

-8700.1358 eV